Model a:
12
Properties=species:S:1:pos:R:3 method="wB97M-V/def2-TZVPD" smiles="CNCC=O" lumo_energy_ev=0.95 molar_mass_g_mol=73.09 spin_multiplicity=1 gap_ev=10.180 total_charge=0
C -1.263 -0.848 0.111
N -0.681 0.216 -0.678
C 0.467 0.850 -0.020
C 1.716 0.029 -0.003
O 1.844 -1.116 -0.383
H -1.721 -0.536 1.062
H -0.446 -1.573 0.297
H -2.055 -1.436 -0.464
H -1.400 0.923 -0.858
H 0.278 1.120 1.042
H 0.676 1.817 -0.529
H 2.584 0.554 0.423

Model b:
12
Properties=species:S:1:pos:R:3 method="wB97M-V/def2-TZVPD" smiles="CNC(C)=O" lumo_energy_ev=0.88 molar_mass_g_mol=73.09 spin_multiplicity=1 gap_ev=10.570 total_charge=0
C 1.498 -0.260 -0.953
N 0.616 -0.559 0.165
C -0.132 0.496 0.659
C -1.618 0.215 0.734
O 0.354 1.585 0.890
H 1.628 0.823 -0.986
H 1.033 -0.585 -1.894
H 2.477 -0.735 -0.857
H 0.097 -1.420 0.069
H -1.931 -0.145 -0.254
H -2.144 1.142 0.961
H -1.877 -0.556 1.465

Model c:
12
Properties=species:S:1:pos:R:3 method="wB97M-V/def2-TZVPD" smiles="CCC(N)=O" lumo_energy_ev=0.93 molar_mass_g_mol=73.09 spin_multiplicity=1 gap_ev=10.840 total_charge=0
C -1.394 0.663 0.688
C -0.192 0.510 -0.285
C 0.768 -0.545 0.178
N 1.507 -1.228 -0.774
O 1.012 -0.754 1.357
H -1.223 0.137 1.622
H -1.548 1.730 0.878
H -2.340 0.332 0.257
H 0.205 1.493 -0.518
H -0.692 0.188 -1.206
H 1.527 -0.897 -1.719
H 2.370 -1.630 -0.478

Model d:
12
Properties=species:S:1:pos:R:3 method="wB97M-V/def2-TZVPD" lumo_energy_ev=0.31 molar_mass_g_mol=73.09 spin_multiplicity=1 gap_ev=8.818 total_charge=0
O 1.607 0.465 0.803
C 1.312 -0.636 -0.006
C 0.061 -0.381 -0.785
C -1.454 0.520 0.234
N -0.397 0.809 -0.782
H 1.162 1.222 0.364
H 1.103 -1.503 0.644
H 2.104 -0.890 -0.715
H -0.528 -1.229 -1.179
H -0.979 0.274 1.199
H -2.198 -0.256 0.020
H -1.876 1.495 0.272

Most stable to least stable: model c, model b, model a, model d

Model a:
12
Properties=species:S:1:pos:R:3 method="wB97M-V/def2-TZVPD" smiles=OC[C@H]1CN1 lumo_energy_ev=1.06 molar_mass_g_mol=73.09 spin_multiplicity=1 gap_ev=10.821 total_charge=0
O 0.497 1.108 1.411
C 0.197 1.317 0.052
C -0.093 0.000 -0.644
C 0.417 -1.273 -0.097
N -0.963 -0.855 0.159
H -0.201 0.516 1.736
H 1.055 1.820 -0.403
H -0.679 1.980 -0.057
H -0.198 0.022 -1.727
H 1.080 -1.250 0.760
H 0.575 -2.090 -0.797
H -1.630 -1.382 -0.395

Model b:
12
Properties=species:S:1:pos:R:3 method="wB97M-V/def2-TZVPD" smiles="CCNC=O" lumo_energy_ev=0.93 molar_mass_g_mol=73.09 spin_multiplicity=1 gap_ev=10.734 total_charge=0
C 0.343 -1.020 -0.613
C 0.517 -0.304 0.751
N 0.027 1.087 0.744
C -1.091 1.129 -0.081
O -2.104 0.511 0.134
H 0.419 -2.093 -0.445
H 1.107 -0.702 -1.331
H -0.624 -0.878 -1.113
H 1.580 -0.278 1.013
H -0.008 -0.840 1.543
H 0.734 1.749 0.441
H -0.899 1.640 -1.043

Most stable to least stable: model b, model a